Entry 1:
This record from OMol25 describes C28H54P2SiW as an isolated structure. The level of theory is ωB97M-V/def2-TZVPD.

Geometry as XYZ:
```
86
Properties=species:S:1:pos:R:3
W -0.6475 -1.3513 -2.0707
C -0.1628 -3.2387 1.7228
C 1.1300 -3.1220 1.1537
C 0.9560 -1.5809 2.8509
C -0.2738 -2.2823 2.7646
C 1.8150 -2.0827 1.8370
C -1.2094 -4.2123 1.3544
H -0.9974 -4.6889 0.3933
H -2.1955 -3.7354 1.2884
H -1.2947 -5.0157 2.1020
C -1.4240 -2.1012 3.6717
H -2.2858 -2.6801 3.3199
H -1.7272 -1.0455 3.7407
H -1.1863 -2.4442 4.6925
C 1.2975 -0.5721 3.8754
H 1.3823 -1.0386 4.8714
H 0.5239 0.2090 3.9422
H 2.2594 -0.0940 3.6481
C 3.2098 -1.6573 1.6057
H 3.9001 -2.1202 2.3310
H 3.3169 -0.5672 1.7059
H 3.5542 -1.9370 0.6028
C 1.6780 -3.9682 0.0734
H 1.9150 -4.9857 0.4285
H 2.6005 -3.5373 -0.3343
H 0.9557 -4.0746 -0.7509
C -1.2218 0.5566 -2.1138
C -1.7844 -2.1209 -3.4462
C -0.9368 -2.7538 -4.5499
C 0.5420 -2.9711 -4.1571
C 0.9430 -2.2101 -2.9093
C 1.0243 -0.7200 -2.9072
C 0.4762 0.0978 -4.0549
C -0.7554 0.9007 -3.5733
H -1.0211 -2.1648 -5.4790
H 1.2073 -2.7160 -5.0069
H -1.3663 -3.7368 -4.8015
H -1.6124 0.7955 -4.2575
H -2.3213 0.4401 -2.1880
H -2.5578 -1.4765 -3.8534
H -0.5163 1.9722 -3.6571
H 1.2591 0.8245 -4.3626
H 1.8480 -0.2757 -2.3446
H 0.2684 -0.4682 -4.9826
H 0.7197 -4.0552 -3.9821
H 1.7088 -2.6880 -2.2998
P -1.2474 2.0417 -0.8152
P 2.1067 2.1713 0.3350
C 0.1174 3.0808 -1.4022
C 1.1383 3.5887 -0.3903
H -0.3089 3.9393 -1.9379
H 0.6620 2.5043 -2.1601
H 1.8787 4.2236 -0.9069
H 0.6707 4.1730 0.4180
C 3.1579 3.2441 1.4156
H 3.3686 2.6988 2.3452
H 2.6332 4.1783 1.6630
H 4.1028 3.4716 0.9032
C 3.2965 1.8919 -1.0600
H 3.1477 2.6240 -1.8717
H 3.1488 0.8763 -1.4582
H 4.3232 1.9778 -0.6709
C -2.8053 2.9168 -1.0553
H -3.5347 2.6085 -0.2979
H -3.2285 2.7224 -2.0504
H -2.6261 3.9951 -0.9554
C -2.4355 -3.1172 -2.4685
H -2.2239 -2.9055 -1.3889
H -2.1588 -4.1617 -2.6566
H -3.5316 -3.0619 -2.5632
C 0.1952 3.1835 3.2594
Si -1.3564 2.5264 2.4115
C -2.1792 1.5417 3.7991
C -2.4985 3.9876 2.0543
C -1.0958 1.3837 0.8728
H -0.1107 3.5120 4.2655
H 0.6460 4.0520 2.7669
H 0.9695 2.4197 3.4030
H -2.6332 2.2582 4.5023
H -2.9749 0.8895 3.4166
H -1.4628 0.9369 4.3710
H -2.1971 4.5967 1.1897
H -3.5317 3.6373 1.9009
H -2.4984 4.6376 2.9462
H -0.0970 0.9008 0.9785
H -1.8200 0.5484 0.9984
```

- E_tot (eV) = -58172.6869
- LUMO (spin up / spin down) (hartree) = -0.281 / -0.270
- total charge = +2
- energy above the lowest of the compared OMol25 structures with the same formula, charge and spin (kcal/mol) = 0.0
- spin multiplicity = 3
- highest occupied orbital energy (spin up / spin down) (eV) = -12.11 / -11.93
- molecular weight (Da) = 664.614
- expectation value of S² = 2.025

=====

Entry 2:
This record from OMol25 describes a 5-piece molecular cluster, C5H19N2O4 overall. The level of theory is ωB97M-V/def2-TZVPD.

Geometry as XYZ:
```
30
Properties=species:S:1:pos:R:3
C -1.4458 -0.6448 -0.5166
C -0.8500 -0.3212 -1.9144
C 0.1526 0.7610 -1.9630
C 1.3178 0.7045 -2.6056
C 0.1768 2.9690 -1.2089
N -0.1199 1.7586 -0.9844
N -0.3978 -0.4458 0.5605
H -2.1962 0.1047 -0.2782
H -1.8500 -1.6681 -0.4300
H -1.7379 -0.0568 -2.5554
H -0.5478 -1.3143 -2.1880
H 1.6569 -0.1716 -3.1614
H 2.0535 1.4834 -2.7862
H 0.5049 3.6390 -1.9825
H 0.1351 3.5801 -0.2214
H -0.6569 -0.8780 1.4398
H 0.5494 -0.6795 0.2169
H -0.4059 0.5650 0.7412
H 0.0472 -2.3794 3.3226
H 1.4119 -1.8100 2.8472
O 0.4725 -1.8515 2.6377
H 3.1535 -1.8384 0.6084
H 3.2256 -0.4131 1.0529
O 2.5828 -1.1262 0.9157
H -1.4948 -4.0949 0.4829
H -1.2015 -3.4653 1.7088
O -1.8186 -3.3130 0.9640
H -0.5133 3.4277 2.4833
H -0.9863 3.3743 1.0920
O -0.4354 2.8656 1.6989
```

- E_tot (eV) = -16655.9291
- LUMO (hartree) = -0.098
- total charge = +1
- energy above the lowest of the compared OMol25 structures with the same formula, charge and spin (kcal/mol) = 62.5
- highest occupied orbital energy (eV) = -12.45
- molecular weight (Da) = 171.217

=====

Please write out number 2 again, unchanged.
This record from OMol25 describes a 5-piece molecular cluster, C5H19N2O4 overall. The level of theory is ωB97M-V/def2-TZVPD.

Geometry as XYZ:
```
30
Properties=species:S:1:pos:R:3
C -1.4458 -0.6448 -0.5166
C -0.8500 -0.3212 -1.9144
C 0.1526 0.7610 -1.9630
C 1.3178 0.7045 -2.6056
C 0.1768 2.9690 -1.2089
N -0.1199 1.7586 -0.9844
N -0.3978 -0.4458 0.5605
H -2.1962 0.1047 -0.2782
H -1.8500 -1.6681 -0.4300
H -1.7379 -0.0568 -2.5554
H -0.5478 -1.3143 -2.1880
H 1.6569 -0.1716 -3.1614
H 2.0535 1.4834 -2.7862
H 0.5049 3.6390 -1.9825
H 0.1351 3.5801 -0.2214
H -0.6569 -0.8780 1.4398
H 0.5494 -0.6795 0.2169
H -0.4059 0.5650 0.7412
H 0.0472 -2.3794 3.3226
H 1.4119 -1.8100 2.8472
O 0.4725 -1.8515 2.6377
H 3.1535 -1.8384 0.6084
H 3.2256 -0.4131 1.0529
O 2.5828 -1.1262 0.9157
H -1.4948 -4.0949 0.4829
H -1.2015 -3.4653 1.7088
O -1.8186 -3.3130 0.9640
H -0.5133 3.4277 2.4833
H -0.9863 3.3743 1.0920
O -0.4354 2.8656 1.6989
```

- E_tot (eV) = -16655.9291
- LUMO (hartree) = -0.098
- total charge = +1
- energy above the lowest of the compared OMol25 structures with the same formula, charge and spin (kcal/mol) = 62.5
- highest occupied orbital energy (eV) = -12.45
- molecular weight (Da) = 171.217